Record 1
191
Properties=species:S:1:pos:R:3 method="wB97M-V/def2-TZVPD" homo_lumo_gap_ha=0.216 charge=-1
H -1.26 0.91 1.62
H 4.80 3.52 -3.66
O -1.77 -3.33 -6.50
H -1.17 0.65 -0.83
H 4.42 -2.06 0.82
H 2.08 2.95 1.42
H 1.24 -0.12 -6.95
S 6.27 -1.54 -0.65
H -0.26 -7.08 2.61
C -2.13 -1.27 -4.87
H 1.60 2.14 -5.47
C -3.87 -3.54 -4.68
C 0.78 -0.07 -1.06
C -0.48 5.53 1.88
S -2.07 -3.15 -5.02
C 1.84 -2.10 2.97
H -3.68 2.10 -1.75
H -6.78 4.61 3.52
H 1.15 -5.39 1.06
H -2.99 -3.43 2.28
H -5.90 -0.88 -0.41
C 3.53 -0.91 -8.07
C 2.16 -5.23 0.69
C -6.05 -0.80 -1.49
H 1.45 5.82 -3.84
H 2.71 -2.64 6.44
H 4.50 0.44 2.95
H -2.61 3.36 2.05
O 1.74 -3.67 -1.32
H 1.06 0.64 -8.58
C 0.94 7.59 -1.54
O 5.36 1.85 0.74
H -0.93 -4.25 0.22
H 0.12 7.25 -0.90
S -3.31 -3.59 -0.12
H -7.06 -1.02 -1.83
O 4.25 -2.05 3.76
C 2.97 2.99 0.79
C 0.13 -5.24 5.75
H -4.07 -3.07 -3.72
C 4.16 -2.79 -4.18
C 5.48 2.67 -3.65
H 4.36 -1.31 -8.66
S 3.06 -2.93 4.12
H 0.02 6.46 2.16
H -0.15 2.18 -3.53
C -4.15 1.24 -1.27
H 0.57 -7.68 4.14
H -7.18 2.25 1.34
H -1.14 -2.65 0.79
O -5.95 4.14 6.26
H 0.63 2.98 4.13
H 4.53 -1.86 -4.61
C -1.02 2.51 -4.10
H -0.24 4.83 2.67
H 2.97 -1.02 5.62
H 3.83 -1.56 -0.70
H -1.59 -0.07 6.40
H -7.91 1.03 0.44
S 2.30 6.34 -1.66
H -2.85 -0.52 3.09
H -3.14 2.75 5.54
O -0.60 -4.25 3.45
H 1.05 3.33 7.22
H 2.79 2.16 0.11
H 3.85 -1.23 -7.08
S -0.76 2.73 -5.90
H 2.27 -0.94 -5.17
H -0.32 -0.53 1.53
H 5.99 2.63 -2.69
O 3.92 1.40 -5.34
C -2.15 -0.61 3.93
O -1.06 1.42 -6.58
S -5.56 0.74 -2.36
H 1.41 -1.79 5.48
H -0.14 -0.42 -8.00
H -3.66 2.61 3.92
H 6.27 2.80 -4.39
S -3.09 -1.63 5.19
H 3.57 0.17 -8.22
H 0.51 0.88 1.84
H -2.19 -1.34 7.48
C -2.61 3.99 1.15
O 3.49 7.05 -2.34
H 1.18 -4.95 5.70
H -0.27 1.43 3.94
C 0.94 -0.26 -7.99
C -4.04 2.78 4.93
H -1.94 2.00 -3.81
H 1.20 -6.26 3.08
H 4.28 -0.37 0.58
H 1.88 -1.02 3.11
H -6.32 2.80 3.57
H -1.01 -2.85 -0.86
H 0.55 -0.06 -2.12
O 1.89 -1.45 -10.29
H 4.41 -4.70 -2.16
H 1.18 -1.69 -4.10
H 3.98 -2.65 -3.11
C 0.11 2.17 4.65
H 3.21 -0.21 -2.75
H 2.97 0.63 2.09
S 2.00 -1.60 -8.77
C 4.02 -5.02 -1.19
S -8.12 0.50 2.99
C 4.56 -1.29 0.06
H -4.74 1.47 -0.39
H 0.45 5.09 -2.46
C 1.11 2.96 -6.00
H 4.32 -6.06 -1.06
H -0.57 2.67 5.35
H -1.24 -0.87 -5.35
H -4.56 -3.10 -5.39
H 4.13 0.78 -1.74
C 7.07 -1.70 1.01
H -4.74 2.00 5.23
O 0.04 2.22 -0.53
H -3.54 3.85 0.61
O 3.00 -3.67 -6.53
H 2.81 -6.06 0.96
H 1.35 3.93 -5.57
H -0.94 -1.69 6.24
O 0.54 0.57 6.97
C -1.85 -1.13 6.47
C -0.32 0.52 1.22
C 2.47 -2.00 5.59
H -5.49 3.98 2.64
H -5.61 0.16 2.91
C -6.01 3.85 3.59
H 6.59 -2.56 1.47
C -0.22 0.83 -0.31
H 4.99 -3.48 -4.24
H -5.55 -1.69 -1.88
H -2.03 0.41 4.31
C 3.56 0.82 -2.67
H 0.19 -6.19 6.28
H 2.08 -2.34 1.94
O -4.98 0.38 -3.75
S 2.22 -5.09 -1.15
H -1.21 -1.03 3.57
H 6.66 -0.81 1.49
C -8.00 1.53 1.41
C 1.86 2.89 6.63
S 4.53 2.54 1.79
H 2.24 3.63 5.92
S 1.24 1.35 5.89
H -3.39 0.49 -1.10
O -9.17 -0.60 2.65
H 8.14 -1.87 1.14
H -1.08 3.44 -3.53
H 3.13 3.89 0.20
H 1.41 2.86 -7.05
C -1.47 -3.33 0.00
C 3.72 1.15 2.67
H 1.73 0.46 -0.95
S 4.71 1.05 -4.14
O -4.29 -0.77 5.53
H 2.78 2.63 7.15
C 0.37 -6.84 3.47
H 3.25 1.43 3.62
C -6.50 -0.45 2.75
S 2.69 -3.39 -5.08
H 2.56 -4.27 1.02
H -6.51 -1.23 3.52
S -2.30 5.75 1.57
H -0.49 -4.61 6.39
C 1.66 -1.84 -5.07
C -3.35 -4.23 1.64
H -8.86 2.18 1.53
H -3.90 -4.62 -4.57
H -2.99 -0.89 -5.43
O -3.86 -2.13 0.06
O -2.78 5.98 3.01
H 0.46 7.76 -2.50
H 0.13 5.16 1.06
H 0.78 -2.34 3.10
H 2.03 4.34 -3.01
H 1.36 8.50 -1.11
S -4.99 4.37 5.08
H -6.50 -1.02 1.83
H 4.37 -4.25 -0.50
H -2.75 -5.13 1.72
H -1.79 3.63 0.53
C 1.43 5.24 -2.91
S -0.76 -5.54 4.24
H -4.37 -4.49 1.91
H 2.74 1.53 -2.75
H 0.88 -1.06 -0.61
H -2.26 -0.99 -3.83
O 6.43 -2.87 -1.41
H 0.83 -2.02 -5.75

Record 2
90
Properties=species:S:1:pos:R:3 method="wB97M-V/def2-TZVPD" homo_lumo_gap_ha=0.246 charge=-2
H 0.42 1.75 0.20
O 2.79 0.45 0.64
N -1.13 -0.24 -0.29
C -4.07 -0.78 1.88
C 4.44 0.39 -0.87
Cl -1.17 -4.78 1.19
C 2.81 -1.65 -3.95
Cl 4.30 -6.38 1.53
C 1.40 0.80 4.50
C -1.44 4.38 -3.42
H -4.54 2.32 -2.47
C -1.29 0.43 -1.37
C 2.29 1.85 4.70
N -0.59 0.27 -2.51
H -4.87 0.55 3.37
C 2.46 -6.54 -0.44
H 3.22 1.88 4.15
H -0.57 4.98 -3.67
C 0.21 0.80 5.20
C 0.92 -0.25 -4.22
H 3.13 -2.41 -1.99
C -2.30 -4.49 2.52
C 5.16 1.10 -1.87
H 0.57 3.64 7.04
Cl -3.96 -4.88 2.05
H -3.15 2.27 3.00
C 1.08 -4.68 -1.09
C 0.10 1.99 1.22
H 3.68 -2.16 -4.36
H -2.25 -3.44 2.81
H -3.08 1.19 -0.82
C 0.80 2.87 6.32
H 2.26 -0.73 -5.81
C -1.30 3.28 -2.58
C -3.67 2.91 -2.74
O -0.14 2.93 -1.99
O -1.69 1.33 8.15
C 3.06 -5.73 0.52
Cl 0.72 -7.02 -2.45
O 0.09 0.57 -5.00
H 0.11 -0.51 -6.79
C -3.15 1.36 2.42
H -4.83 -1.54 2.02
C 2.64 -4.41 0.66
H 1.63 0.00 3.82
H 1.15 4.56 -2.16
H -2.04 -5.14 3.35
N 5.78 1.63 -2.69
C 2.00 2.87 5.61
H 0.40 1.19 1.89
N -2.36 1.32 -1.51
H -1.26 0.58 -6.50
C 2.02 -0.87 -4.76
H 0.60 2.91 1.53
C -3.81 4.03 -3.54
H -0.95 0.80 -3.29
S -0.70 -1.60 4.26
C 1.08 3.50 -2.43
S -1.72 1.49 6.71
C -4.11 0.39 2.62
H 1.20 3.39 -3.51
H -1.15 -0.97 -5.62
O -1.30 2.24 1.30
N 5.34 -1.97 -0.36
C -2.13 1.18 1.49
H -2.77 5.61 -4.56
Cl 3.37 -3.42 1.88
N 3.49 1.05 -0.24
C 1.46 -6.01 -1.25
C 1.40 -1.15 -2.01
N -1.92 0.06 5.95
Pb 1.08 -1.44 0.31
C -0.08 1.84 6.08
H 1.87 2.95 -1.92
C -2.43 2.49 -2.28
H -3.02 -1.88 0.35
C 4.91 -0.93 -0.61
C -0.58 -0.13 -6.03
C -2.68 4.75 -3.91
C -0.88 -0.22 5.18
H -4.79 4.33 -3.89
O -2.65 2.49 6.22
Cl -0.17 -4.06 -2.12
C 0.59 -0.40 -2.86
C 2.50 -1.78 -2.60
C -3.06 -0.97 0.95
H 2.72 3.66 5.77
C 1.64 -3.84 -0.13
Cl 2.95 -8.18 -0.62
C -2.09 -0.01 0.74